1.
{"formula": "C6H7B", "method": "ωB97M-V/def2-TZVPD", "spin_multiplicity": 3, "homo_lumo_gap_ev": [7.34, 6.71], "homo_energy_ha": [-0.2366, -0.3417], "species": ["B", "C", "C", "C", "C", "C", "C", "H", "H", "H", "H", "H", "H", "H"], "coordinates": [[2.115, -0.441, 1.638], [-1.697, 0.497, -1.350], [-1.696, -0.827, -0.737], [-0.597, 1.160, -0.958], [-0.597, -0.955, 0.023], [0.166, 0.290, -0.058], [1.308, 0.604, 0.581], [2.986, 0.005, 2.271], [1.814, -1.562, 1.700], [-2.471, 0.850, -2.009], [-2.469, -1.559, -0.896], [-0.299, 2.156, -1.228], [-0.296, -1.805, 0.604], [1.734, 1.587, 0.419]]}

=====

2.
{"formula": "C5H9NO", "method": "ωB97M-V/def2-TZVPD", "homo_lumo_gap_ev": 9.72, "homo_energy_ha": -0.3236, "species": ["C", "C", "C", "C", "C", "H", "H", "H", "H", "H", "H", "H", "H", "H", "N", "O"], "coordinates": [[0.891, -0.030, -0.580], [0.047, 0.844, 0.194], [-1.277, 0.709, -0.450], [0.064, -1.026, 0.115], [0.041, -0.154, 1.276], [2.815, 0.541, -0.771], [0.508, -0.078, -1.674], [0.128, 1.978, 0.446], [-1.112, 1.203, -1.388], [-2.025, 0.819, 0.249], [-2.160, -1.358, -0.406], [0.598, -2.087, 0.244], [1.045, -0.239, 1.690], [-0.660, -0.104, 2.059], [-1.177, -0.886, -0.662], [2.275, -0.132, -0.343]]}

=====

3.
{"formula": "C5H11NO3S", "method": "ωB97M-V/def2-TZVPD", "homo_lumo_gap_ev": [7.31, 7.32], "homo_energy_ha": [-0.2904, -0.2904], "species": ["C", "C", "C", "C", "C", "N", "O", "O", "O", "S", "H", "H", "H", "H", "H", "H", "H", "H", "H", "H", "H"], "coordinates": [[-0.496, 1.481, 2.158], [1.059, 0.850, -2.318], [0.056, -1.658, -1.282], [0.220, -0.824, 0.948], [1.144, 0.389, -0.841], [0.504, -0.667, -0.369], [-1.657, -1.158, 2.446], [-2.305, 0.250, 0.402], [-1.855, 1.422, 2.594], [-1.503, 0.044, 1.603], [0.162, 1.243, 3.024], [1.513, 1.697, -2.528], [0.044, 1.080, -2.581], [1.478, 0.046, -3.033], [-0.330, -2.478, -0.701], [-0.681, -1.162, -1.994], [0.823, -2.015, -1.834], [-0.366, 2.467, 1.507], [-0.067, -1.876, 1.127], [0.766, -0.248, 1.696], [1.492, 1.118, -0.024]]}

=====

4.
{"formula": "C22H20B2ClF2N3O6PS4", "method": "ωB97M-V/def2-TZVPD", "total_charge": -1, "homo_lumo_gap_ev": 7.67, "homo_energy_ha": -0.2499, "species": ["N", "B", "O", "C", "C", "C", "Cl", "C", "C", "C", "S", "C", "C", "C", "C", "C", "S", "C", "S", "C", "S", "C", "C", "C", "C", "C", "N", "C", "C", "N", "P", "O", "H", "H", "H", "H", "H", "H", "H", "H", "H", "H", "H", "H", "H", "H", "H", "H", "H", "H", "H", "H", "B", "O", "C", "O", "C", "O", "O", "F", "F"], "coordinates": [[7.827, 1.248, 1.605], [6.532, 0.879, 2.257], [6.415, 0.812, 3.719], [5.169, 0.478, 1.438], [5.301, -0.723, 0.444], [4.088, -1.264, -0.394], [4.270, -2.669, -1.535], [2.719, -0.528, -0.162], [2.603, 0.703, 0.816], [3.807, 1.248, 1.637], [0.879, 1.423, 0.930], [-0.164, -0.131, 0.915], [-1.430, -0.319, 1.822], [-1.894, 0.849, 2.799], [-3.429, 1.329, 2.581], [-3.871, 1.217, 1.041], [-5.556, 2.039, 0.902], [-2.139, -1.716, 1.693], [-3.648, -2.027, 2.758], [-1.596, -2.846, 0.730], [-2.476, -4.496, 0.689], [-0.362, -2.632, -0.178], [0.236, -3.680, -1.208], [-0.112, -3.595, -2.746], [0.629, -4.708, -3.555], [1.547, -5.792, -2.965], [1.826, -5.822, -1.572], [1.206, -4.807, -0.804], [0.364, -1.247, -0.067], [1.561, -1.039, -0.924], [1.186, -0.060, -2.343], [2.314, 0.928, -2.743], [8.514, 0.568, 1.998], [7.721, 0.931, 0.617], [6.335, -0.146, 3.958], [6.331, -1.222, 0.324], [3.687, 2.129, 2.354], [-1.253, 1.800, 2.645], [-1.771, 0.586, 3.920], [-3.459, 2.424, 2.957], [-4.182, 0.761, 3.232], [-3.929, 0.110, 0.767], [-3.113, 1.793, 0.411], [-6.272, 1.145, 0.086], [-3.218, -2.993, 3.669], [-3.721, -4.253, 0.126], [-0.785, -2.800, -3.200], [0.472, -4.719, -4.695], [2.045, -6.576, -3.643], [1.472, -4.822, 0.320], [0.945, -1.004, -3.418], [-0.046, 0.689, -2.213], [-5.011, 6.085, -2.957], [-4.231, 4.864, -2.683], [-3.701, 4.995, -1.470], [-3.000, 4.164, -0.939], [-4.099, 6.284, -0.897], [-3.786, 6.708, 0.192], [-4.871, 6.936, -1.762], [-6.390, 5.752, -3.168], [-4.486, 6.758, -4.108]]}

=====

5.
{"formula": "C59H48N4P3Tl", "method": "ωB97M-V/def2-TZVPD", "homo_lumo_gap_ev": 6.90, "homo_energy_ha": -0.2467, "species": ["Tl", "N", "C", "C", "C", "C", "C", "C", "C", "C", "C", "C", "C", "C", "N", "C", "C", "C", "C", "N", "H", "H", "H", "H", "H", "H", "H", "H", "H", "H", "N", "C", "C", "C", "C", "C", "C", "P", "C", "C", "C", "C", "C", "C", "C", "C", "C", "C", "C", "C", "H", "H", "H", "H", "H", "H", "H", "H", "H", "H", "H", "H", "H", "H", "H", "H", "C", "P", "C", "C", "C", "C", "C", "C", "C", "C", "C", "C", "C", "C", "P", "C", "C", "C", "C", "C", "C", "C", "C", "C", "C", "C", "C", "H", "H", "H", "H", "H", "H", "H", "H", "H", "H", "H", "H", "H", "H", "H", "H", "H", "H", "H", "H", "H", "H"], "coordinates": [[1.462, -0.352, -0.808], [-5.863, -6.080, 4.913], [-5.089, -5.579, 4.226], [-4.107, -4.969, 3.386], [-4.151, -3.601, 3.114], [-3.169, -3.020, 2.333], [-2.158, -3.791, 1.770], [-2.126, -5.159, 2.042], [-3.079, -5.748, 2.853], [-1.039, -3.232, 0.945], [-1.012, -3.642, -0.351], [-2.262, -4.179, -1.015], [-1.589, -4.355, -3.011], [-0.255, -3.633, -2.758], [-0.573, -2.206, -2.815], [-0.187, -2.345, 1.734], [-0.183, -2.348, 3.139], [0.507, -1.210, 3.554], [0.882, -0.556, 2.391], [0.492, -1.223, 1.282], [-4.947, -3.000, 3.532], [-3.179, -1.952, 2.157], [-1.334, -5.760, 1.614], [-3.027, -6.801, 3.093], [-3.101, -4.286, -0.336], [-1.748, -4.636, -4.052], [0.554, -3.889, -3.442], [-0.602, -3.114, 3.773], [0.689, -0.882, 4.565], [1.387, 0.396, 2.303], [1.377, -3.159, -0.925], [0.180, -3.916, -1.264], [0.354, -5.418, -1.124], [-0.693, -6.166, -1.444], [-1.880, -5.404, -1.916], [-2.532, -3.349, -2.324], [-1.794, -2.044, -2.462], [-2.316, -0.342, -2.053], [-4.125, -0.625, -1.890], [-5.021, -0.554, -2.955], [-6.368, -0.813, -2.751], [-6.830, -1.149, -1.486], [-5.946, -1.224, -0.421], [-4.601, -0.952, -0.623], [-2.248, 0.498, -3.690], [-2.627, 1.841, -3.724], [-2.626, 2.544, -4.917], [-2.257, 1.913, -6.095], [-1.889, 0.577, -6.074], [-1.875, -0.127, -4.877], [1.520, -3.173, 0.082], [2.186, -3.570, -1.379], [1.294, -5.808, -0.750], [-0.725, -7.245, -1.357], [-2.733, -6.029, -2.171], [-3.575, -3.321, -2.629], [-4.667, -0.298, -3.945], [-7.055, -0.762, -3.586], [-7.883, -1.348, -1.332], [-6.303, -1.494, 0.565], [-3.899, -0.988, 0.202], [-2.948, 2.335, -2.814], [-2.920, 3.586, -4.926], [-2.257, 2.461, -7.029], [-1.616, 0.075, -6.993], [-1.582, -1.166, -4.869], [2.859, 3.640, 1.771], [1.650, 2.660, 0.748], [1.587, 3.787, -0.704], [2.127, 3.332, -1.905], [2.152, 4.154, -3.023], [1.635, 5.437, -2.947], [1.078, 5.893, -1.759], [1.051, 5.072, -0.643], [0.070, 3.088, 1.560], [-0.071, 3.449, 2.895], [-1.337, 3.647, 3.433], [-2.468, 3.480, 2.650], [-2.338, 3.095, 1.321], [-1.077, 2.888, 0.791], [4.558, 3.687, 0.970], [4.906, 1.898, 0.676], [4.580, 0.894, 1.587], [4.841, -0.435, 1.294], [5.454, -0.775, 0.091], [5.799, 0.216, -0.813], [5.518, 1.546, -0.523], [5.569, 3.890, 2.492], [6.748, 3.171, 2.680], [7.524, 3.378, 3.811], [7.141, 4.315, 4.759], [5.984, 5.056, 4.566], [5.208, 4.851, 3.436], [2.940, 3.222, 2.776], [2.496, 4.668, 1.833], [2.533, 2.328, -1.956], [2.581, 3.794, -3.949], [1.665, 6.086, -3.813], [0.673, 6.896, -1.699], [0.608, 5.429, 0.279], [0.800, 3.575, 3.526], [-1.439, 3.932, 4.472], [-3.450, 3.646, 3.073], [-3.216, 2.947, 0.704], [-0.955, 2.560, -0.233], [4.138, 1.147, 2.543], [4.581, -1.203, 2.013], [5.682, -1.811, -0.126], [6.291, -0.044, -1.742], [5.785, 2.326, -1.228], [7.055, 2.440, 1.943], [8.430, 2.803, 3.954], [7.744, 4.473, 5.643], [5.685, 5.796, 5.298], [4.312, 5.441, 3.287]]}

=====

6.
{"formula": "C28H22AuBr2N3O6S", "method": "ωB97M-V/def2-TZVPD", "homo_lumo_gap_ev": 6.59, "homo_energy_ha": -0.2835, "species": ["Au", "Br", "C", "C", "C", "C", "C", "C", "N", "C", "C", "C", "C", "C", "C", "N", "H", "H", "H", "H", "H", "H", "H", "H", "H", "C", "C", "C", "C", "C", "C", "C", "S", "O", "O", "N", "C", "C", "O", "O", "H", "H", "H", "H", "H", "H", "H", "H", "H", "Br", "C", "C", "C", "C", "C", "C", "C", "O", "O", "H", "H", "H", "H"], "coordinates": [[-1.467, -0.230, 0.790], [3.417, 5.333, 0.062], [2.744, 3.584, 0.119], [1.252, 3.403, -0.020], [0.749, 2.363, 0.956], [1.495, 1.214, 0.991], [2.761, 1.180, 0.173], [3.490, 2.500, 0.211], [0.827, 0.014, 1.308], [1.461, -1.066, 1.527], [0.803, -2.401, 1.492], [1.503, -3.530, 1.884], [0.893, -4.767, 1.718], [-0.377, -4.818, 1.172], [-1.008, -3.628, 0.823], [-0.421, -2.449, 0.974], [0.709, 4.339, 0.038], [-0.772, 1.790, 2.116], [3.420, 0.364, 0.451], [4.569, 2.523, 0.262], [2.537, -1.078, 1.705], [2.496, -3.445, 2.306], [1.406, -5.674, 2.009], [-0.882, -5.761, 1.015], [-2.018, -3.608, 0.428], [0.466, 0.625, -7.446], [0.589, 0.831, -5.963], [1.211, 1.968, -5.449], [1.326, 2.169, -4.086], [0.803, 1.207, -3.235], [0.160, 0.071, -3.714], [0.068, -0.114, -5.081], [0.860, 1.303, -1.496], [2.430, 0.905, -1.258], [0.998, 2.906, -1.383], [-0.431, 2.567, 1.557], [-1.489, 3.340, 0.899], [-1.759, 2.917, -0.570], [-2.234, 3.765, -1.306], [-1.412, 1.717, -0.866], [0.913, 1.448, -8.000], [-0.583, 0.547, -7.737], [0.958, -0.299, -7.751], [1.604, 2.712, -6.131], [1.800, 3.056, -3.692], [-0.282, -0.639, -3.026], [-0.435, -0.991, -5.469], [-1.272, 4.406, 0.931], [-2.400, 3.181, 1.474], [-3.062, 1.049, 3.458], [-2.385, -0.674, 3.904], [-1.477, -0.732, 4.952], [-0.966, -1.958, 5.348], [-1.400, -3.116, 4.718], [-2.325, -3.035, 3.691], [-2.812, -1.811, 3.231], [-3.747, -1.859, 2.015], [-4.643, -2.692, 2.060], [-3.484, -1.081, 1.035], [-1.184, 0.178, 5.458], [-0.254, -2.005, 6.162], [-1.032, -4.082, 5.039], [-2.704, -3.929, 3.214]]}

=====

7.
{"formula": "C4H4N2S2", "method": "ωB97M-V/def2-TZVPD", "homo_lumo_gap_ev": 7.85, "smiles": "C#CC(=S)S/C=N/N", "homo_energy_ha": -0.3235, "species": ["C", "C", "C", "S", "S", "C", "N", "N", "H", "H", "H", "H"], "coordinates": [[1.642, 2.040, -0.138], [1.870, 0.845, -0.139], [2.214, -0.567, -0.079], [3.755, -1.080, -0.143], [0.883, -1.744, -0.043], [-0.598, -0.724, 0.178], [-1.668, -1.100, -0.349], [-2.753, -0.281, -0.218], [1.518, 3.072, -0.129], [-0.476, 0.163, 0.773], [-3.602, -0.830, -0.386], [-2.782, 0.206, 0.674]]}

=====

8.
{"formula": "C5H11NOS", "method": "ωB97M-V/def2-TZVPD", "homo_lumo_gap_ev": 9.71, "smiles": "CC(C)[C@]1(O)CN1S", "homo_energy_ha": -0.3252, "species": ["C", "C", "C", "C", "O", "C", "N", "S", "H", "H", "H", "H", "H", "H", "H", "H", "H", "H", "H"], "coordinates": [[1.257, -1.104, 0.791], [0.760, -0.323, -0.458], [0.429, -1.233, -1.609], [-0.483, 0.449, -0.045], [-1.506, -0.482, 0.409], [-1.087, 1.793, -0.512], [-0.378, 1.527, 0.801], [-1.295, 1.775, 2.206], [0.600, -1.970, 1.089], [1.358, -0.399, 1.498], [2.267, -1.459, 0.687], [1.637, 0.380, -0.697], [0.009, -2.027, -1.136], [1.389, -1.451, -1.969], [-0.284, -0.698, -2.179], [-1.628, -1.114, -0.200], [-0.620, 2.389, -1.145], [-2.145, 1.838, -0.499], [-0.280, 2.109, 2.968]]}

=====

9.
{"formula": "C18H29Br42NP", "method": "ωB97M-V/def2-TZVPD", "total_charge": -1, "homo_lumo_gap_ev": 4.87, "homo_energy_ha": -0.1442, "species": ["N", "C", "C", "C", "C", "P", "H", "H", "H", "H", "H", "H", "H", "H", "H", "H", "H", "H", "H", "H", "H", "C", "Br", "Br", "Br", "H", "C", "Br", "Br", "Br", "H", "C", "Br", "Br", "Br", "H", "C", "Br", "Br", "Br", "H", "C", "Br", "Br", "Br", "H", "C", "Br", "Br", "Br", "H", "C", "Br", "Br", "Br", "H", "C", "Br", "Br", "Br", "H", "C", "Br", "Br", "Br", "H", "C", "Br", "Br", "Br", "H", "C", "Br", "Br", "Br", "H", "C", "Br", "Br", "Br", "H", "C", "Br", "Br", "Br", "H", "C", "Br", "Br", "Br", "H"], "coordinates": [[-0.583, -0.908, 0.310], [-1.185, -0.941, 1.665], [-1.206, -2.359, 2.331], [-0.266, -3.389, 1.651], [-1.008, -4.211, 0.556], [0.119, -5.588, -0.247], [-1.018, -0.119, -0.160], [-0.859, -1.714, -0.244], [-0.660, -0.176, 2.259], [-2.230, -0.569, 1.592], [-0.901, -2.240, 3.395], [-2.236, -2.742, 2.327], [0.064, -4.113, 2.410], [0.642, -2.941, 1.226], [-1.921, -4.651, 1.012], [-1.360, -3.567, -0.279], [-0.370, -5.182, -1.579], [1.230, -4.601, -0.414], [0.657, -5.880, 1.084], [-0.972, -6.560, -0.099], [0.976, -6.619, -0.855], [1.606, 1.621, 0.111], [1.711, 2.427, -1.638], [3.326, 1.033, 0.757], [0.724, 2.796, 1.371], [0.985, 0.735, 0.012], [-4.314, -2.381, -0.656], [-3.300, -2.740, -2.258], [-5.932, -1.387, -1.033], [-4.681, -3.996, 0.337], [-3.697, -1.754, -0.024], [-1.338, 5.213, -3.589], [-2.115, 3.852, -4.719], [-1.044, 4.575, -1.791], [0.304, 5.912, -4.333], [-2.044, 6.031, -3.538], [-1.249, 1.167, 5.576], [0.034, -0.111, 4.916], [-0.621, 2.982, 5.347], [-2.991, 0.911, 4.780], [-1.356, 0.995, 6.639], [1.967, 3.178, -6.073], [2.317, 3.970, -7.805], [1.400, 1.337, -6.200], [3.476, 3.360, -4.877], [1.145, 3.728, -5.633], [2.480, -0.257, 8.754], [3.260, 0.380, 10.405], [1.550, -1.933, 9.000], [1.345, 1.075, 7.938], [3.294, -0.441, 8.068], [3.557, -7.003, 2.497], [4.940, -7.214, 3.837], [3.342, -8.590, 1.417], [1.885, -6.393, 3.227], [3.900, -6.218, 1.838], [-3.521, 5.481, 0.822], [-4.852, 4.175, 0.317], [-4.320, 7.185, 1.270], [-2.385, 4.828, 2.241], [-2.889, 5.642, -0.042], [5.102, -4.339, -0.562], [5.674, -4.254, -2.409], [3.172, -4.411, -0.400], [5.908, -5.829, 0.369], [5.444, -3.434, -0.078], [-0.514, 4.937, -9.498], [-0.466, 6.001, -11.112], [-0.809, 6.025, -7.930], [-1.804, 3.504, -9.623], [0.460, 4.480, -9.387], [0.489, -2.571, -5.163], [1.434, -1.740, -3.697], [-0.401, -4.192, -4.607], [-0.738, -1.334, -6.010], [1.226, -2.846, -5.905], [-8.981, -0.593, 1.565], [-9.541, 0.579, 0.132], [-8.817, -2.422, 0.965], [-7.358, 0.033, 2.407], [-9.758, -0.572, 2.317], [5.180, 1.013, 4.539], [6.119, 0.475, 2.934], [3.535, 1.940, 4.133], [4.894, -0.494, 5.717], [5.816, 1.713, 5.063], [2.458, 8.697, -1.705], [0.696, 8.471, -0.942], [3.243, 7.001, -2.191], [2.440, 9.928, -3.195], [3.085, 9.132, -0.938]]}